No. 1
DFT (wB97M-V/def2-TZVPD) results for C16H18N2PbS2 as an isolated structure at a distorted geometry.

Values from the calculation:
* max |F|: 5.1 eV/Å
* electronic energy: -1718.5437 hartree
* charge: +2
* Kohn-Sham gap: 0.19121 hartree
* E_LUMO: -9.29 eV

Each line ends with the natural charge from an NBO analysis.
Atoms and positions in Å:
C  0.282  -4.248  0.324  -0.65
C  -0.959  -4.303  1.233  -0.24
N  -2.169  -3.696  0.644  -0.52
C  -2.174  -2.358  0.367  0.25
C  -3.008  -1.878  -0.664  -0.21
C  -3.081  -0.591  -1.024  -0.11
S  -4.085  -0.125  -2.391  0.12
C  -2.296  0.384  -0.348  -0.20
C  -1.493  0.013  0.690  -0.05
C  -1.428  -1.436  1.095  -0.49
N  -0.691  1.031  1.408  -0.70
C  0.072  1.890  0.514  0.20
C  1.412  2.109  0.748  -0.26
C  2.103  2.927  -0.128  0.07
C  3.576  3.168  0.061  -0.43
C  4.353  2.283  -0.949  -0.59
C  1.446  3.523  -1.201  -0.18
C  0.105  3.279  -1.425  -0.16
C  -0.574  2.457  -0.553  -0.24
S  -2.304  2.084  -0.802  0.41
H  1.097  -3.693  0.773  0.22
H  0.050  -3.774  -0.626  0.21
H  0.659  -5.239  0.116  0.25
H  -0.723  -3.874  2.201  0.19
H  -1.211  -5.335  1.433  0.25
H  -2.372  -4.189  -0.221  0.40
H  -3.597  -2.606  -1.201  0.26
H  -4.965  0.686  -1.779  0.16
H  -0.759  -1.733  1.916  0.23
H  -0.020  0.581  2.034  0.38
H  1.917  1.666  1.592  0.22
H  3.849  2.838  1.057  0.21
H  3.797  4.216  -0.086  0.24
H  4.364  2.771  -1.917  0.22
H  5.354  2.072  -0.601  0.23
H  3.798  1.361  -1.079  0.20
H  2.020  4.149  -1.859  0.25
H  -0.393  3.736  -2.263  0.25
Pb  -1.947  -0.141  2.914  1.60

=====

No. 2
DFT (wB97M-V/def2-TZVPD) results for one molecule with the formula C3H4N2 at a distorted geometry.

Values from the calculation:
* max |F|: 2.6 eV/Å
* electronic energy: -226.0810 hartree
* Kohn-Sham gap (alpha / beta): 0.28186 / 0.28190 hartree
* E_LUMO (alpha / beta): -0.66 / -0.66 eV
* relative energy (zero: lowest compared OMol25 entry of this formula, charge and spin): 3.923 eV

Each line ends with the natural charge from an NBO analysis.
Atoms and positions in Å:
N  0.941  -0.363  1.003  -0.62
C  0.855  -0.381  -0.291  0.10
C  -0.330  0.088  -0.902  -0.50
C  -1.190  0.497  0.118  -0.03
N  -1.072  0.481  1.374  -0.08
H  1.828  -0.723  1.369  0.38
H  1.672  -0.744  -0.927  0.20
H  -0.530  0.118  -1.962  0.24
H  -2.174  1.026  0.219  0.31

=====

No. 3
DFT (wB97M-V/def2-TZVPD) results for one molecule with the formula C15H13F2N3O5S at a distorted geometry.

Values from the calculation:
* max |F|: 1.3 eV/Å
* electronic energy: -1717.6995 hartree
* Kohn-Sham gap: 0.29885 hartree
* SMILES: CS(=O)(=O)N(CC(=O)Nc1ccc(F)cc1F)c1cccc([N+](=O)[O-])c1
* E_LUMO: -0.77 eV
* relative energy (zero: lowest compared OMol25 entry of this formula, charge and spin): 0.000 eV

Each line ends with the natural charge from an NBO analysis.
Atoms and positions in Å:
C  0.320  1.775  0.489  -0.88
H  0.334  1.765  1.572  0.26
H  0.571  2.762  0.118  0.26
H  -0.649  1.467  0.119  0.25
S  1.618  0.633  -0.063  2.29
O  2.493  1.315  -0.962  -0.91
O  2.167  -0.010  1.088  -0.92
N  0.773  -0.589  -0.937  -0.71
C  0.689  -0.370  -2.315  0.24
C  0.291  0.888  -2.756  -0.22
C  0.194  1.145  -4.114  0.04
C  0.473  0.173  -5.066  -0.20
C  0.860  -1.078  -4.623  -0.19
C  0.975  -1.349  -3.269  -0.25
H  1.306  -2.328  -2.964  0.22
H  1.089  -1.852  -5.338  0.23
H  0.386  0.408  -6.114  0.25
N  -0.219  2.463  -4.537  0.53
O  -0.224  2.695  -5.725  -0.37
O  -0.544  3.252  -3.676  -0.38
H  0.072  1.684  -2.066  0.24
C  1.018  -1.934  -0.449  -0.32
H  2.059  -2.246  -0.581  0.23
H  0.363  -2.626  -0.989  0.24
C  0.689  -2.073  1.039  0.71
O  1.275  -2.839  1.758  -0.58
N  -0.399  -1.331  1.393  -0.63
C  -0.917  -1.117  2.667  0.07
C  -0.448  -1.748  3.816  -0.20
C  -1.021  -1.481  5.046  -0.28
C  -2.069  -0.583  5.133  0.40
C  -2.563  0.070  4.015  -0.34
C  -1.972  -0.212  2.804  0.38
F  -2.423  0.418  1.686  -0.34
H  -3.377  0.772  4.087  0.25
F  -2.628  -0.327  6.328  -0.32
H  -0.660  -1.966  5.938  0.24
H  0.371  -2.441  3.729  0.27
H  -0.824  -0.783  0.657  0.42

=====

No. 4
DFT (wB97M-V/def2-TZVPD) results for a 3-piece molecular cluster, C6H17NO3 overall at a distorted geometry.

Values from the calculation:
* max |F|: 6.0 eV/Å
* electronic energy: -519.1663 hartree
* Kohn-Sham gap: 0.35444 hartree
* SMILES: CC[C@@H](C)[C@H](N)C=O.O.O
* E_LUMO: 0.30 eV
* relative energy (zero: lowest compared OMol25 entry of this formula, charge and spin): 4.365 eV

Each line ends with the natural charge from an NBO analysis.
Atoms and positions in Å:
O  -0.121  -0.285  -1.879  -0.56
C  -0.576  0.795  -1.396  0.43
C  0.270  1.499  -0.327  -0.16
C  1.361  0.511  0.212  -0.23
C  2.102  -0.183  -0.964  -0.63
C  0.879  -0.660  1.182  -0.42
C  1.887  -0.681  2.425  -0.62
N  -0.677  2.027  0.673  -0.84
H  -1.424  1.215  -1.834  0.15
H  0.886  2.360  -0.740  0.23
H  2.174  1.078  0.844  0.21
H  1.593  -1.114  -1.206  0.23
H  3.043  -0.722  -0.868  0.21
H  2.329  0.552  -1.778  0.20
H  -0.044  -0.353  1.704  0.21
H  0.750  -1.705  0.721  0.22
H  2.927  -1.058  2.089  0.21
H  1.326  -1.402  3.153  0.21
H  2.031  0.409  2.861  0.20
H  -0.219  2.383  1.513  0.36
H  -1.193  1.250  1.085  0.37
H  -3.133  -0.485  0.891  0.48
H  -2.811  -1.075  2.149  0.48
O  -2.322  -0.770  1.308  -0.95
H  -1.546  -1.138  -2.482  0.49
H  -1.566  -1.402  -0.915  0.48
O  -2.048  -1.529  -1.766  -0.97

=====

No. 5
DFT (wB97M-V/def2-TZVPD) results for C10H17N3O4 as an isolated structure at a distorted geometry.

Values from the calculation:
* max |F|: 6.0 eV/Å
* electronic energy: -856.3183 hartree
* Kohn-Sham gap: 0.34811 hartree
* E_LUMO: 0.24 eV
* relative energy (zero: lowest compared OMol25 entry of this formula, charge and spin): 6.348 eV

Each line ends with the natural charge from an NBO analysis.
Atoms and positions in Å:
C  -2.574  -1.054  0.193  -0.20
C  -1.144  -1.064  -0.340  0.72
C  -3.534  -0.391  -0.913  -0.44
C  -4.202  0.921  -0.174  -0.44
C  -3.133  1.058  1.016  -0.25
C  1.165  -0.129  0.109  -0.17
C  1.028  1.327  -0.392  0.77
C  1.887  -1.373  -0.574  -0.38
C  3.240  -0.734  -0.960  -0.57
C  3.875  -0.430  0.344  0.68
H  -3.401  -0.752  1.984  0.35
H  -3.066  -2.058  0.493  0.24
H  -4.295  -1.254  -1.601  0.24
H  -2.589  0.114  -1.601  0.24
H  -5.109  0.673  0.377  0.19
H  -4.428  1.874  -0.794  0.23
H  -3.585  1.621  1.975  0.20
H  -2.168  1.482  0.605  0.22
H  -0.271  0.050  1.519  0.42
H  1.798  0.050  0.902  0.21
H  2.055  -2.208  0.265  0.27
H  1.399  -1.893  -1.407  0.26
H  3.808  -1.323  -1.710  0.27
H  3.392  0.364  -1.476  0.25
H  4.936  0.944  1.388  0.40
H  5.349  0.909  -0.281  0.38
H  2.974  1.705  -0.200  0.50
N  -2.694  -0.287  1.471  -0.62
N  -0.154  -0.583  0.696  -0.67
N  4.428  0.942  0.514  -0.88
O  -0.796  -1.361  -1.450  -0.58
O  -0.006  1.949  -0.705  -0.58
O  3.626  -1.092  1.385  -0.58
O  2.186  2.005  -0.660  -0.71

=====

No. 6
DFT (wB97M-V/def2-TZVPD) results for one molecule with the formula C5H6N2O at a distorted geometry.

Values from the calculation:
* max |F|: 2.3 eV/Å
* electronic energy: -378.7510 hartree
* Kohn-Sham gap: 0.32871 hartree
* SMILES: C#C/C=N/N(C)C=O
* E_LUMO: 0.08 eV
* relative energy (zero: lowest compared OMol25 entry of this formula, charge and spin): 3.263 eV

Each line ends with the natural charge from an NBO analysis.
Atoms and positions in Å:
C  -1.783  1.385  0.037  -0.42
C  -1.518  -1.095  0.070  0.51
C  1.235  -0.551  -0.218  -0.07
C  2.619  -0.223  -0.020  -0.07
C  3.805  -0.198  0.132  -0.19
H  -1.647  2.028  -0.835  0.21
H  -1.644  1.905  0.986  0.21
H  -2.821  1.000  0.034  0.24
H  -0.847  -1.934  0.360  0.14
H  1.002  -1.518  -0.733  0.20
H  4.863  -0.140  0.355  0.24
N  -0.930  0.167  -0.135  -0.28
N  0.373  0.415  -0.083  -0.17
O  -2.707  -1.242  0.049  -0.56